Record 1
{
  "formula": "C34H33FMoNP2S2SiTe",
  "method": "ωB97M-V/def2-TZVPD",
  "mol_weight_g_mol": 852.35,
  "e_tot_ev": -97272.9851,
  "largest_force_ha_per_bohr": 0.035,
  "homo_ev": [-10.522, -10.336],
  "orbital_gap_ha": [0.2440, 0.2215],
  "charge": 1,
  "symbols": ["Te", "Mo", "S", "S", "P", "P", "Si", "F", "N", "C", "C", "C", "C", "C", "C", "C", "C", "C", "C", "C", "C", "C", "C", "C", "C", "C", "C", "C", "C", "C", "C", "C", "C", "C", "C", "C", "C", "C", "C", "C", "C", "C", "C", "H", "H", "H", "H", "H", "H", "H", "H", "H", "H", "H", "H", "H", "H", "H", "H", "H", "H", "H", "H", "H", "H", "H", "H", "H", "H", "H", "H", "H", "H", "H", "H", "H"],
  "xyz": [[-0.2678, -3.0280, -2.2684], [0.7624, -1.2913, -0.8176], [0.1793, -1.7322, 1.5925], [1.0346, 0.9492, -2.1250], [-1.4863, -0.7117, 1.0022], [-0.5201, 1.4809, -0.9334], [4.0435, -0.3079, -1.0419], [1.8549, -3.7577, 0.4624], [2.6689, -1.5267, -0.9877], [-4.3632, -3.0878, -0.6091], [-4.1473, -3.6866, 1.7167], [-0.9800, -0.1424, -0.5597], [0.5223, 3.9027, 2.8139], [-1.6855, 0.1756, 3.6266], [-3.5981, 2.1036, 3.0134], [-1.7188, 2.4428, -1.8681], [2.7316, -3.9499, -0.5415], [4.0405, -3.1197, -2.3176], [-2.2610, 0.9302, 4.6371], [3.1244, -2.8428, -1.2938], [-3.2145, 1.8898, 4.3304], [-4.7354, -3.8727, 0.4715], [-3.0211, 1.9776, -2.0006], [-0.4262, 4.3936, 1.9305], [-3.9441, 2.7296, -2.7131], [-2.0762, 0.3888, 2.3096], [3.1977, -5.2294, -0.7380], [-3.0337, 1.3504, 1.9977], [1.1721, 2.7047, 2.5470], [-0.0663, 2.5002, 0.4974], [-3.1803, -2.7107, 1.8827], [5.6110, -1.2164, -0.5152], [4.1069, 0.3410, -2.8193], [-2.8043, -1.9279, 0.7933], [3.7934, 1.0531, 0.2306], [4.1010, -5.4604, -1.7611], [-3.5585, 3.9293, -3.2917], [-2.2518, 4.3866, -3.1662], [-0.7290, 3.6936, 0.7727], [-3.3915, -2.1097, -0.4531], [0.8771, 2.0027, 1.3931], [-1.3251, 3.6452, -2.4541], [4.5135, -4.3963, -2.5507], [-3.3033, 1.0306, -1.5539], [5.2186, -4.5645, -3.3533], [-0.9351, -0.5723, 3.8531], [-4.9608, 2.3750, -2.8194], [3.9589, 1.4211, -2.8470], [-0.3009, 3.9850, -2.3480], [-4.2789, 4.5080, -3.8544], [5.0713, 0.1290, -3.2855], [4.4780, -6.4571, -1.9424], [2.8389, -6.0219, -0.0957], [-3.6663, 2.4729, 5.1222], [-3.3421, 1.4970, 0.9678], [-2.7143, -2.5511, 2.8480], [-0.9369, 5.3236, 2.1437], [0.7605, 4.4548, 3.7137], [6.2686, -1.4020, -1.3662], [6.1687, -0.6140, 0.2036], [-4.4373, -4.3093, 2.5525], [1.9011, 2.3161, 3.2466], [3.6152, 0.6387, 1.2253], [-1.9619, 0.7636, 5.6636], [4.7216, 1.6300, 0.2795], [4.3708, -2.3134, -2.9592], [2.9968, 1.7464, -0.0190], [-1.9598, 5.3211, -3.6265], [-1.4812, 4.0691, 0.0937], [-3.0836, -1.4908, -1.2880], [-4.8228, -3.2421, -1.5766], [3.3229, -0.1129, -3.4278], [5.4008, -2.1812, -0.0530], [-4.3406, 2.8559, 2.7811], [-5.4921, -4.6356, 0.3427], [1.3763, 1.0671, 1.1843]]
}

=====

Record 2
{
  "formula": "C2H2N2O",
  "method": "ωB97M-V/def2-TZVPD",
  "smiles": "C=C=O.N#N",
  "mol_weight_g_mol": 70.05,
  "e_tot_ev": -7133.5918,
  "largest_force_ha_per_bohr": 0.051,
  "homo_ev": -9.424,
  "orbital_gap_ha": 0.3692,
  "de_lowest_kj_mol": 24.3,
  "symbols": ["O", "N", "N", "C", "C", "H", "H"],
  "xyz": [[1.7632, 2.0804, 0.1552], [4.0633, -0.6150, -0.1384], [3.1100, -1.0698, 0.1134], [0.9835, 1.2428, -0.1381], [0.2176, 0.1897, -0.1888], [-0.7365, 0.0942, -0.7153], [0.5845, -0.6834, 0.4931]]
}

=====

Record 3
{
  "formula": "C4H5NO",
  "method": "ωB97M-V/def2-TZVPD",
  "smiles": "N#CC1(O)CC1",
  "mol_weight_g_mol": 83.09,
  "e_tot_ev": -7762.8645,
  "largest_force_ha_per_bohr": 0.039,
  "homo_ev": -9.461,
  "orbital_gap_ha": 0.3769,
  "de_lowest_kj_mol": 353.3,
  "symbols": ["O", "N", "C", "C", "C", "C", "H", "H", "H", "H", "H"],
  "xyz": [[-0.3923, -0.4036, 1.6104], [-1.1414, 2.2241, -0.0623], [0.2088, 0.1976, 0.5062], [1.0354, -0.8372, -0.2106], [-0.2547, 1.5520, 0.2873], [-0.1896, -0.2933, -0.8954], [1.0627, -1.7741, 0.3406], [0.1647, 0.3929, -1.6570], [1.9823, -0.5826, -0.6815], [-1.2859, -0.2369, -0.9148], [-1.3189, -0.1325, 1.6650]]
}

=====

Record 4
{
  "formula": "C5H14O2",
  "method": "ωB97M-V/def2-TZVPD",
  "mol_weight_g_mol": 106.16,
  "e_tot_ev": -9504.3104,
  "largest_force_ha_per_bohr": 0.068,
  "homo_ev": [1.179, -6.385],
  "orbital_gap_ha": [0.0792, 0.3589],
  "de_lowest_kj_mol": 149.7,
  "charge": -1,
  "spin_multiplicity": 2,
  "symbols": ["O", "O", "C", "C", "C", "C", "C", "H", "H", "H", "H", "H", "H", "H", "H", "H", "H", "H", "H", "H", "H"],
  "xyz": [[1.7852, 5.1494, -2.0295], [3.5984, 0.3894, 4.0685], [-0.7467, -0.4117, 0.6781], [-1.7819, -0.9500, -1.4501], [-1.0300, -1.3691, -0.4327], [0.2752, -1.0259, 1.7400], [-2.3177, -1.7638, -2.5974], [0.8640, -1.8593, 1.3319], [-1.6267, -2.6121, -2.7012], [0.8538, 5.2087, -1.7733], [3.7689, 0.2614, 3.1203], [-3.3344, -2.0883, -2.4282], [3.9680, 1.2762, 4.1577], [0.9355, -0.2875, 2.1896], [-2.0550, -1.1907, -3.4933], [-2.0081, 0.1145, -1.3630], [-0.8232, -2.4290, -0.2884], [-0.3952, -1.5388, 2.4384], [-1.4471, -0.1597, 1.4865], [-0.3063, 0.4961, 0.2660], [1.8236, 4.7902, -2.9198]]
}

=====

Record 5
{
  "formula": "C5H8N2",
  "method": "ωB97M-V/def2-TZVPD",
  "mol_weight_g_mol": 96.13,
  "e_tot_ev": -8288.3823,
  "largest_force_ha_per_bohr": 0.101,
  "homo_ev": -7.657,
  "orbital_gap_ha": 0.2030,
  "de_lowest_kj_mol": 638.2,
  "symbols": ["N", "N", "C", "C", "C", "C", "C", "H", "H", "H", "H", "H", "H", "H", "H"],
  "xyz": [[-0.6733, 1.4418, 0.9980], [-1.4686, -2.4152, -1.1696], [1.3587, 1.4403, -0.4631], [0.0496, -0.7762, -0.1197], [0.2457, 0.5805, 0.3880], [1.7438, 0.8356, 0.8714], [-1.1753, -1.1917, -0.6473], [0.8300, -1.5276, -0.0683], [2.2481, -0.0797, 1.1089], [-0.9705, 1.1572, 1.9093], [-1.9467, -0.3711, -0.6766], [0.8317, 2.3854, -0.5144], [1.5022, 1.0529, -1.4736], [-2.4218, -2.5815, -0.9800], [1.5846, 1.4473, 1.7200]]
}

=====

Record 6
{
  "formula": "C7H15N3",
  "method": "ωB97M-V/def2-TZVPD",
  "smiles": "CCC1=[NH+]C=N[C@H]1CC[NH3+]",
  "mol_weight_g_mol": 141.22,
  "e_tot_ev": -11954.6635,
  "largest_force_ha_per_bohr": 0.101,
  "homo_ev": -18.866,
  "orbital_gap_ha": 0.3807,
  "de_lowest_kj_mol": 255.9,
  "charge": 2,
  "symbols": ["N", "N", "N", "C", "C", "C", "C", "C", "C", "C", "H", "H", "H", "H", "H", "H", "H", "H", "H", "H", "H", "H", "H", "H", "H"],
  "xyz": [[2.5392, -1.0231, 1.5851], [-2.1538, -1.0029, 0.4165], [-0.1666, -1.1268, 1.3283], [-1.5429, -0.0406, -0.3140], [2.5101, 0.1265, 0.6351], [-0.0927, -0.1449, 0.2857], [-2.0391, 0.8758, -1.2906], [1.3809, -0.0024, -0.3752], [-1.6039, 2.3558, -1.0501], [-1.3766, -1.5197, 1.3875], [2.3502, 1.0200, 1.2740], [-1.6720, -2.2493, 2.1906], [3.2553, -0.9867, 2.3595], [-1.3246, 2.8677, -2.0182], [1.5790, -1.3928, 1.9677], [1.3714, 0.8905, -0.9499], [-1.6036, 0.6230, -2.2242], [-3.2391, -1.1494, 0.5344], [-2.4151, 2.9303, -0.7092], [-0.6656, 2.3568, -0.3203], [-0.2089, 0.9061, 0.7465], [2.9484, -1.8530, 1.0521], [3.5002, 0.2869, 0.1368], [1.4908, -0.8913, -0.8961], [-3.1117, 0.9003, -1.4211]]
}